Entry one
{"formula": "C4H7NO", "method": "the ωB97M-V functional and the def2-TZVPD basis", "smiles": "[H]/N=C1/CCCO1", "lumo_energy_ev": 0.80, "total_charge": 0, "homo_lumo_gap_ev": 9.738, "mol_weight_g_mol": 85.11, "elements": ["O", "N", "C", "C", "C", "C", "H", "H", "H", "H", "H", "H", "H"], "positions_angstrom": [[0.2783, -0.1084, -1.2847], [-1.9145, 0.5953, -1.4955], [-1.0533, -0.0457, 0.6814], [0.8013, 0.2059, 0.9943], [1.1657, -0.5383, -0.2706], [-0.9698, 0.1368, -0.7809], [-0.4366, -0.6148, 1.3745], [1.3377, -0.2436, 1.8670], [2.1817, -0.3267, -0.6082], [-1.6217, 0.6564, -2.4741], [-1.7720, 0.6398, 1.1283], [1.0624, -1.6283, -0.1307], [0.9408, 1.2718, 0.9993]]}

---

Entry two
{"formula": "C4H7NO", "method": "the ωB97M-V functional and the def2-TZVPD basis", "smiles": "CC[C@@H]1N=C1O", "lumo_energy_ev": 0.55, "total_charge": 0, "homo_lumo_gap_ev": 10.518, "mol_weight_g_mol": 85.11, "elements": ["O", "N", "C", "C", "C", "C", "H", "H", "H", "H", "H", "H", "H"], "positions_angstrom": [[-3.0250, -0.0842, 0.0894], [-1.0747, 0.0620, -1.3284], [1.7676, 0.5125, -0.3110], [-0.4210, -0.6073, -0.0671], [0.6152, 0.2318, 0.6534], [-1.7684, -0.2000, -0.3266], [0.1644, 1.1729, 0.9915], [2.5228, 1.1751, 0.1226], [-0.1649, -1.6649, -0.1798], [0.9763, -0.2899, 1.5504], [-3.2149, -0.8611, 0.6291], [1.3667, 0.9772, -1.2176], [2.2558, -0.4241, -0.6060]]}

---

Entry three
{"formula": "C4H7NO", "method": "the ωB97M-V functional and the def2-TZVPD basis", "smiles": "CC(=O)[C@H]1CN1", "lumo_energy_ev": 1.05, "total_charge": 0, "homo_lumo_gap_ev": 10.606, "mol_weight_g_mol": 85.11, "elements": ["O", "N", "C", "C", "C", "C", "H", "H", "H", "H", "H", "H", "H"], "positions_angstrom": [[-1.5828, -0.1414, 0.5650], [0.6607, -1.5896, -0.9546], [-0.5965, 1.9411, -0.0114], [0.6395, -0.3314, -0.2144], [-0.6023, 0.4315, 0.1311], [0.6988, -1.6857, 0.4763], [-1.2583, 2.2060, -0.8428], [1.5128, 0.2831, -0.4519], [-1.0174, 2.3847, 0.8945], [-0.2502, -1.8482, -1.3158], [0.3882, 2.3741, -0.2034], [1.6195, -1.9596, 0.9772], [-0.2119, -2.0645, 0.9500]]}

---

Calculated relative energies: entry one 177.0; entry two 55.1; entry three 0.0, given in kJ/mol

---

Entry one
{"formula": "C4H7NO", "method": "the ωB97M-V functional and the def2-TZVPD basis", "smiles": "CC/C=N/C=O", "lumo_energy_ev": 0.30, "total_charge": 0, "homo_lumo_gap_ev": 10.356, "mol_weight_g_mol": 85.11, "elements": ["O", "N", "C", "C", "C", "C", "H", "H", "H", "H", "H", "H", "H"], "positions_angstrom": [[-3.5360, -0.4878, 0.1090], [-1.3798, 0.2062, 0.5352], [1.6893, -0.8358, 0.0794], [-0.3520, 0.5362, -0.1421], [1.0207, 0.4973, 0.4471], [-2.5767, 0.1516, -0.2223], [2.6230, -0.9613, 0.6329], [1.9175, -0.8935, -0.9899], [-2.5605, 0.7418, -1.1683], [0.9369, 0.5901, 1.5329], [-0.4264, 0.7891, -1.2146], [1.0275, -1.6698, 0.3308], [1.6165, 1.3359, 0.0698]]}

---

Entry two
{"formula": "C4H7NO", "method": "the ωB97M-V functional and the def2-TZVPD basis", "lumo_energy_ev": 1.03, "total_charge": 0, "homo_lumo_gap_ev": 9.898, "mol_weight_g_mol": 85.11, "elements": ["O", "N", "C", "C", "C", "C", "H", "H", "H", "H", "H", "H", "H"], "positions_angstrom": [[-0.4868, 1.0511, 0.9266], [-0.4545, 0.3220, -1.3706], [0.2806, 0.2927, 0.0389], [-0.7748, -0.6350, -0.3315], [1.7608, 0.1525, 0.2307], [-1.6781, 0.1405, 0.5991], [2.1930, -0.3936, -0.6000], [2.2991, 1.0962, 0.2920], [-0.7285, -1.6992, -0.4862], [-1.9699, -0.3464, 1.5266], [1.9999, -0.4073, 1.1318], [-2.5552, 0.5958, 0.1066], [0.1753, -0.0971, -2.0560]]}

---

Calculated relative energies: entry one 0.0; entry two 188.4, given in kJ/mol

---

Entry one
{"formula": "C4H7NO", "method": "the ωB97M-V functional and the def2-TZVPD basis", "smiles": "CC1=NOCC1", "lumo_energy_ev": 0.94, "total_charge": 0, "homo_lumo_gap_ev": 10.147, "mol_weight_g_mol": 85.11, "elements": ["O", "N", "C", "C", "C", "C", "H", "H", "H", "H", "H", "H", "H"], "positions_angstrom": [[1.9047, -0.6580, -0.5251], [1.1970, 0.5398, -0.8795], [-0.2988, -0.7075, 0.5063], [-1.0618, 1.5255, -0.6668], [-0.0098, 0.4987, -0.4477], [1.1062, -1.3277, 0.5968], [-0.9848, -1.4270, 0.1160], [-1.3740, 1.5591, -1.7616], [-0.6489, 2.5216, -0.4186], [-0.6854, -0.4517, 1.5201], [-1.9330, 1.4264, -0.0073], [1.6964, -1.0587, 1.5478], [1.0921, -2.4405, 0.4195]]}

---

Entry two
{"formula": "C4H7NO", "method": "the ωB97M-V functional and the def2-TZVPD basis", "lumo_energy_ev": [0.40, 0.17], "total_charge": 0, "homo_lumo_gap_ev": [8.037, 8.146], "mol_weight_g_mol": 85.11, "elements": ["O", "N", "C", "C", "C", "C", "H", "H", "H", "H", "H", "H", "H"], "positions_angstrom": [[-0.7632, -0.3785, 0.4407], [1.0414, -1.8036, -2.2614], [0.2341, 0.6160, 0.2309], [0.2312, -1.6935, -1.3330], [-0.8168, -1.3684, -0.4812], [-0.1210, 1.8296, 1.0621], [1.2064, 0.1958, 0.5295], [0.2895, 0.8707, -0.8345], [-1.0432, 2.2891, 0.6950], [0.6844, 2.5686, 1.0054], [0.8684, -2.5450, -0.9265], [-1.5477, -2.1307, -0.2371], [-0.2636, 1.5500, 2.1100]]}

---

Calculated relative energies: entry one 0.0; entry two 280.6, given in kJ/mol

---

Entry one
{"formula": "C4H7NO", "method": "the ωB97M-V functional and the def2-TZVPD basis", "lumo_energy_ev": 0.10, "total_charge": 0, "homo_lumo_gap_ev": 8.767, "mol_weight_g_mol": 85.11, "elements": ["O", "N", "C", "C", "C", "C", "H", "H", "H", "H", "H", "H", "H"], "positions_angstrom": [[0.2716, 1.1456, -1.1558], [-0.9348, -0.7978, -1.1119], [-0.9267, -0.8853, 0.1636], [0.0454, -0.0173, -1.7373], [-0.2078, 1.3912, 0.1946], [-0.1360, 0.0954, 0.9873], [2.1140, -1.8263, -0.6242], [0.4503, 2.1690, 0.5816], [-0.5953, 0.2200, 1.9723], [1.8421, -1.4311, -1.1954], [-1.2344, 1.7682, 0.1410], [0.9031, -0.2264, 1.1380], [-1.5915, -1.6050, 0.6463]]}

---

Entry two
{"formula": "C4H7NO", "method": "the ωB97M-V functional and the def2-TZVPD basis", "smiles": "NC(=O)C1CC1", "lumo_energy_ev": 0.95, "total_charge": 0, "homo_lumo_gap_ev": 10.765, "mol_weight_g_mol": 85.11, "elements": ["O", "N", "C", "C", "C", "C", "H", "H", "H", "H", "H", "H", "H"], "positions_angstrom": [[1.5650, 1.4796, 0.0304], [2.3492, -0.6091, -0.0174], [-1.1714, 0.6263, 0.7686], [-1.0922, 0.6098, -0.7405], [1.3224, 0.2877, -0.0112], [-0.1109, -0.2460, 0.0304], [-0.3135, -1.3250, 0.1728], [3.4049, -0.3627, 0.0305], [-0.7669, 1.5292, -1.2059], [2.0996, -1.6114, -0.2335], [-0.6866, 1.6075, 1.0397], [-2.0722, 0.0841, 1.1232], [-1.7272, -0.0529, -1.3577]]}

---

Calculated relative energies: entry one 307.1; entry two 0.0, given in kJ/mol